1.
Here is C34H31AsF5IrO3PS2 as an isolated structure in a non-equilibrium geometry from the OMol25 dataset. Energies are from the ωB97M-V functional and the def2-TZVPD basis.

E_LUMO (alpha / beta)	-7.4 / -8.1	eV
charge	+2
2S+1	2
⟨S²⟩	0.77
energy above the lowest of the compared OMol25 structures with the same formula, charge and spin	1.117	eV
HOMO-LUMO gap (alpha / beta)	0.241 / 0.220	Ha
energy	-150110.9980	eV
highest occupied orbital energy (alpha / beta)	-13.96 / -14.03	eV

XYZ file:
```
78
C34H31AsF5IrO3PS2, DFT the ωB97M-V functional and the def2-TZVPD basis
Ir -0.32340 -0.32745 -0.14295
C -3.26940 0.61732 2.38996
C -2.31002 -0.48636 2.08532
C -1.44405 -0.97298 3.04649
C -0.59725 -2.05815 2.78183
C -0.61990 -2.69938 1.55394
C -1.48283 -2.23735 0.55658
C -2.29202 -1.09072 0.79223
H -2.97885 1.53017 1.86779
H -3.29364 0.82726 3.45655
H -4.27441 0.35741 2.05426
H -1.44462 -0.52184 4.02965
H 0.05096 -2.43166 3.56414
H 0.00539 -3.56151 1.36827
H -1.61163 -2.81877 -0.34828
H -3.10773 -0.86435 0.11476
O 0.99045 -1.94920 -1.12155
S 2.23733 -1.15714 -0.91489
O 3.39096 -1.87708 -0.52148
O 1.83187 -0.03848 0.00316
C 2.48469 -0.35582 -2.47489
C 3.76973 -0.17851 -2.94805
C 3.95170 0.47387 -4.16100
C 2.85410 0.94272 -4.86802
C 1.56558 0.75618 -4.38480
C 1.36639 0.09461 -3.17423
P -0.32617 -0.18229 -2.56765
C -1.29000 1.17616 -3.26283
C -2.39875 0.97167 -4.08127
C -3.08275 2.06276 -4.59708
C -2.66775 3.35214 -4.30227
C -1.56052 3.55705 -3.48629
C -0.88091 2.47579 -2.95635
C -0.96163 -1.71455 -3.25318
C -2.25424 -2.10090 -2.88489
C -2.78582 -3.28118 -3.37171
C -2.02266 -4.08847 -4.20805
C -0.73431 -3.71081 -4.56062
C -0.19547 -2.52707 -4.08242
H 4.60278 -0.56608 -2.37608
H 4.95080 0.61247 -4.55098
H 2.99731 1.45968 -5.80721
H 0.71883 1.11466 -4.95492
H -2.71406 -0.02935 -4.33956
H -3.93581 1.90153 -5.24210
H -3.20105 4.19761 -4.71612
H -1.22487 4.56521 -3.27758
H -0.01202 2.62810 -2.32440
H -2.84190 -1.46876 -2.22634
H -3.79054 -3.57682 -3.10062
H -2.43321 -5.01612 -4.58315
H -0.14250 -4.34571 -5.20585
H 0.80990 -2.23482 -4.35831
C -1.80305 5.29370 -0.34211
As 0.05050 4.70353 -0.42213
C 0.95076 5.85869 -1.72526
C 0.77696 5.41800 1.23066
S -0.50949 2.05374 0.64235
H -1.83942 6.36267 -0.55165
H -2.17442 5.10191 0.66308
H -2.42308 4.75839 -1.05717
H 0.67005 6.88465 -1.48539
H 0.66984 5.62418 -2.74888
H 2.02497 5.73158 -1.60696
H 0.48283 6.46816 1.27348
H 1.86324 5.35290 1.23123
H 0.37818 4.90053 2.10044
F 2.31382 2.52058 -0.33265
C 2.21892 2.34834 0.99013
C 0.97471 2.11946 1.57713
C 0.94586 1.94874 2.96048
F -0.21823 1.72944 3.56414
C 2.09648 2.00266 3.72563
F 2.03466 1.82180 5.03378
C 3.31970 2.23720 3.11100
F 4.41643 2.28337 3.83046
C 3.37845 2.41143 1.73452
F 4.54026 2.64470 1.14148
```

***

2.
Here is one molecule with the formula C6H12O3 in a non-equilibrium geometry from the OMol25 dataset. Energies are from the ωB97M-V functional and the def2-TZVPD basis.

E_LUMO	0.7	eV
2S+1	1
energy above the lowest of the compared OMol25 structures with the same formula, charge and spin	1.337	eV
HOMO-LUMO gap	0.383	Ha
energy	-12558.5121	eV
highest occupied orbital energy	-9.70	eV

XYZ file:
```
21
C6H12O3, DFT the ωB97M-V functional and the def2-TZVPD basis
C -1.67086 -0.37994 3.11400
C -0.56941 -0.65505 2.12464
O 0.35089 -1.40678 2.38760
C -0.67382 0.05067 0.79341
C 0.37638 -0.35615 -0.22630
C 0.24029 0.38528 -1.54834
O 0.49135 1.80895 -1.27774
C 1.23759 -0.10604 -2.59183
O 2.54803 0.32954 -2.38074
H -2.59302 -0.86493 2.75858
H -1.87701 0.69793 3.17239
H -1.41079 -0.77409 4.10264
H -0.62526 1.13204 0.99976
H -1.69227 -0.12122 0.40583
H 0.29800 -1.43508 -0.42446
H 1.38423 -0.18525 0.17803
H -0.78798 0.28361 -1.93749
H 0.17330 2.32429 -2.02436
H 0.73914 0.31286 -3.51597
H 1.23675 -1.20218 -2.66928
H 2.82448 0.16152 -1.44035
```

***

3.
Here is a 2-piece molecular cluster, C4H7O2 overall in a non-equilibrium geometry from the OMol25 dataset. Energies are from the ωB97M-V functional and the def2-TZVPD basis.

E_LUMO	-5.1	eV
charge	+1
2S+1	1
energy above the lowest of the compared OMol25 structures with the same formula, charge and spin	0.946	eV
HOMO-LUMO gap	0.312	Ha
energy	-8347.3197	eV
highest occupied orbital energy	-13.65	eV

XYZ file:
```
13
C4H7O2, DFT the ωB97M-V functional and the def2-TZVPD basis
C -1.10573 0.12422 0.12164
C 4.13674 -0.31823 -0.14737
C -1.82440 -1.26341 0.33579
C 2.98489 0.40206 -0.48762
O 5.05457 -0.88902 0.12360
O 0.09269 0.19991 0.02374
H -1.76302 1.05682 0.34216
H -1.06182 -1.80436 0.93839
H -1.86821 -1.82825 -0.68950
H -2.82730 -1.11589 0.77660
H 3.14242 0.57339 -1.56353
H 1.90796 -0.06117 -0.45325
H 2.92087 1.33882 0.09929
```